[1]
Entry from the Open Molecules 2025 dataset: a structure of composition C21H25IrN3O2Se2Te2 in a non-equilibrium geometry (ωB97M-V/def2-TZVPD).

The value obtained for the frontier orbital gap (alpha / beta) is 0.242 / 0.212 hartree. As for the calculated total energy: -178867.08229 eV. Its spin multiplicity is 2. Its net charge is 0. The value obtained for the largest force on an atom is 0.0211 Eh/bohr. The calculation puts the highest occupied orbital energy (alpha / beta) at -6.7471 / -6.7996 eV.

Cartesian coordinates (Å):
Ir (-0.049, -0.213, -0.016)
C (-0.558, 1.181, 2.566)
N (0.674, 0.479, 2.128)
C (0.913, -0.644, 3.050)
C (1.981, -1.640, 2.600)
C (1.584, -2.563, 1.436)
N (0.325, -2.170, 0.796)
C (-0.466, -3.153, 0.525)
C (-1.799, -3.084, 0.004)
C (-2.432, -4.260, -0.439)
C (-3.731, -4.233, -0.878)
C (-4.433, -3.016, -0.843)
C (-3.846, -1.860, -0.389)
C (-2.499, -1.861, 0.028)
O (-1.945, -0.766, 0.460)
C (1.769, 1.473, 2.111)
C (3.093, 1.110, 1.413)
C (2.928, 0.353, 0.085)
N (1.681, 0.793, -0.524)
C (1.773, 1.759, -1.368)
C (0.701, 2.571, -1.859)
C (0.999, 3.618, -2.753)
C (0.034, 4.502, -3.157)
C (-1.271, 4.354, -2.652)
C (-1.589, 3.345, -1.780)
C (-0.608, 2.413, -1.369)
O (-0.972, 1.455, -0.568)
H (-0.432, 1.601, 3.573)
H (-1.389, 0.478, 2.566)
H (-0.787, 1.981, 1.866)
H (-0.040, -1.159, 3.179)
H (1.202, -0.245, 4.031)
H (2.220, -2.258, 3.468)
H (2.894, -1.117, 2.352)
H (1.475, -3.580, 1.818)
H (2.365, -2.593, 0.673)
H (-0.115, -4.158, 0.765)
H (-1.871, -5.187, -0.438)
H (-4.210, -5.130, -1.244)
H (-5.462, -2.989, -1.179)
H (-4.382, -0.920, -0.358)
H (1.996, 1.774, 3.143)
H (1.354, 2.347, 1.609)
H (3.761, 0.554, 2.070)
H (3.590, 2.066, 1.227)
H (2.880, -0.721, 0.236)
H (3.778, 0.551, -0.572)
H (2.776, 2.049, -1.682)
H (2.015, 3.709, -3.119)
H (0.267, 5.301, -3.846)
H (-2.045, 5.042, -2.967)
H (-2.595, 3.212, -1.405)
Se (-1.201, 1.370, -4.804)
Te (1.920, -0.548, -3.827)
Te (-0.082, -1.374, -2.391)
Se (-2.143, 0.001, -3.353)

Results of the Löwdin charge analysis, in e, for atoms 1 through 5: 1.08, -0.09, -0.28, -0.18, -0.14

[2]
Entry from the Open Molecules 2025 dataset: a cluster of 4 separate species, C20H41NO6S in total in a non-equilibrium geometry (ωB97M-V/def2-TZVPD).

The value obtained for the frontier orbital gap is 0.347 hartree. As for the calculated total energy: -46009.71868 eV. Its spin multiplicity is 1. Its net charge is 0. The value obtained for the largest force on an atom is 0.0629 Eh/bohr. The calculation puts the highest occupied orbital energy at -8.6959 eV.

Cartesian coordinates (Å):
N (5.969, 1.601, -5.865)
O (6.706, 0.537, -6.407)
S (6.971, -0.685, -5.273)
O (6.584, -0.208, -3.935)
O (5.959, -1.969, -5.704)
C (4.650, -1.669, -5.142)
C (3.467, -2.444, -5.899)
C (2.210, -1.486, -5.784)
C (1.499, -0.928, -6.928)
C (0.366, -0.008, -6.639)
C (-0.017, 0.325, -5.262)
C (0.681, -0.271, -4.102)
C (1.793, -1.171, -4.393)
H (5.780, 2.203, -6.677)
H (6.567, 2.175, -5.254)
H (4.428, -0.574, -5.303)
H (4.546, -1.952, -4.059)
H (3.721, -2.693, -6.959)
H (3.165, -3.370, -5.326)
H (1.810, -1.192, -7.965)
H (-0.153, 0.443, -7.526)
H (-0.855, 1.027, -5.042)
H (0.420, -0.079, -3.038)
H (2.342, -1.607, -3.518)
C (3.323, 3.327, -1.745)
C (1.822, 3.398, -1.971)
O (1.103, 2.346, -1.347)
C (1.214, 2.254, 0.066)
C (0.729, 3.496, 0.795)
H (3.718, 2.372, -2.103)
H (3.826, 4.137, -2.277)
H (3.581, 3.410, -0.688)
H (1.623, 3.315, -3.041)
H (1.423, 4.368, -1.656)
H (2.244, 2.009, 0.349)
H (0.600, 1.404, 0.371)
H (1.314, 4.380, 0.533)
H (0.802, 3.354, 1.875)
H (-0.312, 3.705, 0.539)
C (-2.428, 0.172, 3.444)
C (-2.063, -0.347, 2.064)
O (-0.664, -0.403, 1.828)
C (0.090, -1.233, 2.697)
C (-0.334, -2.692, 2.663)
H (-2.006, 1.169, 3.602)
H (-3.513, 0.227, 3.556)
H (-2.044, -0.472, 4.237)
H (-2.476, 0.330, 1.314)
H (-2.517, -1.326, 1.881)
H (0.059, -0.838, 3.718)
H (1.130, -1.160, 2.369)
H (-1.366, -2.826, 2.989)
H (0.305, -3.287, 3.320)
H (-0.257, -3.088, 1.648)
C (-7.060, 0.056, 7.419)
C (-6.691, -0.462, 6.039)
O (-5.292, -0.516, 5.806)
C (-4.540, -1.348, 6.677)
C (-4.963, -2.807, 6.640)
H (-6.639, 1.052, 7.578)
H (-8.145, 0.110, 7.527)
H (-6.678, -0.589, 8.212)
H (-7.102, 0.216, 5.287)
H (-7.144, -1.441, 5.852)
H (-4.575, -0.954, 7.698)
H (-3.500, -1.273, 6.353)
H (-5.997, -2.942, 6.963)
H (-4.326, -3.402, 7.298)
H (-4.883, -3.201, 5.624)

Results of the Löwdin charge analysis, in e, for atoms 1 through 5: -0.04, -0.41, 0.99, -0.42, -0.35

[3]
Entry from the Open Molecules 2025 dataset: an isolated molecule of C19H21N3OS3 (ωB97M-V/def2-TZVPD).

The value obtained for the frontier orbital gap is 0.308 hartree. As for the calculated total energy: -59068.11942 eV. Its spin multiplicity is 1. Its net charge is 0. The value obtained for the largest force on an atom is 0.0190 Eh/bohr. The calculation puts the highest occupied orbital energy at -7.7874 eV.

Cartesian coordinates (Å):
C (-3.926, 2.329, -2.767)
C (-3.546, 1.149, -2.319)
C (-2.219, 0.523, -2.625)
N (-1.512, 0.167, -1.404)
C (-0.855, 1.113, -0.686)
S (-0.796, 2.739, -1.323)
C (0.383, 3.507, -0.148)
C (1.746, 2.943, -0.300)
C (2.367, 2.114, 0.584)
S (3.924, 1.674, 0.009)
C (3.621, 2.659, -1.419)
C (4.631, 2.785, -2.493)
N (2.475, 3.230, -1.414)
N (-0.248, 0.894, 0.437)
C (-0.261, -0.372, 0.882)
S (0.526, -0.859, 2.338)
C (0.029, -2.520, 2.075)
C (-0.697, -2.672, 0.937)
C (-0.873, -1.439, 0.239)
C (-1.573, -1.185, -0.993)
O (-2.172, -1.993, -1.677)
C (-1.254, -3.983, 0.483)
C (-2.339, -4.504, 1.434)
C (-1.963, -4.394, 2.916)
C (-0.501, -4.754, 3.185)
C (0.434, -3.537, 3.092)
H (-4.895, 2.738, -2.537)
H (-3.283, 2.931, -3.387)
H (-4.194, 0.551, -1.692)
H (-1.596, 1.197, -3.218)
H (-2.374, -0.419, -3.164)
H (-0.004, 3.344, 0.855)
H (0.366, 4.562, -0.416)
H (2.001, 1.743, 1.519)
H (4.241, 3.427, -3.277)
H (4.866, 1.807, -2.909)
H (5.552, 3.213, -2.099)
H (-0.440, -4.708, 0.416)
H (-1.679, -3.860, -0.513)
H (-2.532, -5.550, 1.184)
H (-3.263, -3.949, 1.263)
H (-2.149, -3.378, 3.270)
H (-2.617, -5.058, 3.485)
H (-0.186, -5.530, 2.488)
H (-0.404, -5.169, 4.190)
H (1.455, -3.874, 2.880)
H (0.464, -3.034, 4.063)

Results of the Löwdin charge analysis, in e, for atoms 1 through 5: 0.00, -0.17, -0.18, 0.01, -0.56

[4]
Entry from the Open Molecules 2025 dataset: an isolated molecule of C18H27N3O6S in a non-equilibrium geometry (ωB97M-V/def2-TZVPD).

The value obtained for the frontier orbital gap is 0.346 hartree. As for the calculated total energy: -46694.60273 eV. Its spin multiplicity is 1. Its net charge is 0. The value obtained for the largest force on an atom is 0.0211 Eh/bohr. The calculation puts the highest occupied orbital energy at -8.8437 eV.

Cartesian coordinates (Å):
C (-3.390, -3.547, 0.605)
O (-3.849, -2.526, -0.271)
C (-5.140, -2.192, -0.142)
O (-5.944, -2.805, 0.501)
C (-5.486, -1.033, -1.077)
N (-4.550, 0.061, -0.920)
C (-4.307, 0.883, -2.077)
C (-4.090, 0.303, 0.328)
O (-4.453, -0.372, 1.277)
C (-3.078, 1.392, 0.479)
C (-3.367, 2.521, 1.229)
C (-2.383, 3.481, 1.413)
C (-1.126, 3.304, 0.876)
C (-0.820, 2.156, 0.140)
O (0.450, 2.093, -0.338)
C (0.900, 0.933, -1.024)
C (2.199, 1.319, -1.738)
C (3.286, 1.644, -0.715)
N (3.508, 0.541, 0.198)
S (4.409, -0.719, -0.421)
O (5.454, -0.154, -1.221)
O (3.597, -1.743, -1.011)
N (5.000, -1.321, 1.030)
C (5.948, -0.406, 1.625)
C (5.471, -2.687, 0.938)
C (2.311, 0.116, 0.891)
C (1.167, -0.233, -0.063)
C (-1.810, 1.202, -0.062)
H (-4.021, -4.434, 0.516)
H (-2.368, -3.768, 0.307)
H (-3.423, -3.186, 1.634)
H (-6.513, -0.720, -0.857)
H (-5.428, -1.398, -2.106)
H (-3.761, 0.319, -2.839)
H (-3.724, 1.758, -1.797)
H (-5.257, 1.215, -2.503)
H (-4.348, 2.642, 1.661)
H (-2.600, 4.370, 1.985)
H (-0.350, 4.041, 1.017)
H (0.154, 0.637, -1.776)
H (2.526, 0.479, -2.352)
H (2.022, 2.186, -2.376)
H (4.236, 1.838, -1.211)
H (2.992, 2.515, -0.123)
H (6.877, -0.355, 1.048)
H (6.165, -0.731, 2.642)
H (5.487, 0.577, 1.642)
H (5.545, -3.105, 1.942)
H (4.739, -3.246, 0.360)
H (6.446, -2.754, 0.443)
H (2.587, -0.752, 1.490)
H (2.007, 0.933, 1.554)
H (1.449, -1.108, -0.648)
H (0.274, -0.462, 0.520)
H (-1.622, 0.299, -0.623)

Results of the Löwdin charge analysis, in e, for atoms 1 through 5: -0.04, -0.05, -0.53, 0.12, -0.03

[5]
Entry from the Open Molecules 2025 dataset: a cluster of 2 separate species, C5H8BrNO2S in total in a non-equilibrium geometry (ωB97M-V/def2-TZVPD).

The value obtained for the frontier orbital gap is 0.269 hartree. As for the calculated total energy: -91773.60317 eV. Its spin multiplicity is 1. Its net charge is 0. The value obtained for the largest force on an atom is 0.0634 Eh/bohr. The calculation puts the highest occupied orbital energy at -7.6994 eV.

Cartesian coordinates (Å):
C (-2.529, 1.856, -0.524)
C (0.729, -0.461, -0.576)
C (-0.515, 0.140, 1.542)
C (3.143, -0.807, -0.354)
C (-1.579, -0.319, -0.582)
N (-0.418, -0.314, 0.182)
O (0.849, -0.632, -1.756)
O (1.875, -0.458, 0.198)
S (-4.037, 1.881, -0.121)
Br (-2.992, -1.448, 0.233)
H (-1.755, 2.564, -0.823)
H (-0.196, -0.528, 2.361)
H (-0.200, 1.169, 1.523)
H (-1.511, 0.411, 1.778)
H (3.839, -0.722, 0.453)
H (3.535, -0.119, -1.072)
H (3.330, -1.761, -0.755)
H (-1.568, -0.452, -1.706)

Results of the Löwdin charge analysis, in e, for atoms 1 through 5: -0.59, -0.51, -0.07, -0.06, -0.53